1.
Molecular formula: C46H35HgN6O3S5
Method: DFT, the ωB97M-V functional and the def2-TZVPD basis

Element x y z (Å)
Hg (-0.89284, -0.34715, -1.38608)
C (-4.91640, -3.62493, 3.54086)
O (-3.65561, -3.35285, 4.10175)
C (-3.41247, -2.02391, 4.42334)
C (-2.08938, -1.59841, 4.38906)
C (-1.76418, -0.28490, 4.66396)
C (-2.75491, 0.67165, 5.00061)
C (-4.07333, 0.19881, 5.07802)
C (-4.40189, -1.12272, 4.78625)
N (-2.48289, 1.98824, 5.34047)
N (-1.39045, 2.55345, 4.81398)
C (-0.99769, 2.17953, 3.54313)
C (0.35709, 2.20063, 3.22274)
C (0.85279, 1.80575, 1.97217)
C (0.03003, 1.38542, 0.94079)
O (0.51851, 0.97634, -0.22963)
C (-1.37503, 1.42287, 1.20861)
N (-2.20079, 1.03254, 0.19850)
C (-3.49548, 1.15599, 0.31512)
C (-4.09179, 1.69602, 1.46713)
C (-3.29003, 2.01186, 2.53531)
C (-1.89227, 1.84495, 2.46386)
H (-4.85564, -4.61517, 3.08957)
H (-5.17295, -2.89239, 2.76935)
H (-5.71153, -3.63333, 4.29586)
H (-1.31960, -2.31879, 4.13349)
H (-0.73077, 0.03042, 4.62830)
H (-4.85248, 0.90347, 5.34714)
H (-5.43759, -1.43631, 4.84125)
H (1.04304, 2.48462, 4.01302)
H (1.92372, 1.78550, 1.79505)
H (-4.08557, 0.80890, -0.52949)
H (-5.16475, 1.83141, 1.51589)
H (-3.72237, 2.41146, 3.44410)
C (-0.04967, -1.85794, 1.69728)
C (-1.16374, -2.68467, 1.13076)
C (-1.60210, -3.85720, 1.79923)
C (-2.61800, -4.57860, 1.26616)
C (-3.21852, -4.17435, 0.04939)
C (-4.26171, -4.92358, -0.53928)
C (-4.79380, -4.50512, -1.72284)
C (-4.31117, -3.34234, -2.34933)
C (-3.30066, -2.56391, -1.81759)
S (-2.83113, -1.12717, -2.71485)
C (-2.73115, -2.99515, -0.56228)
N (-1.72588, -2.28192, 0.02108)
H (0.52762, -2.42833, 2.42523)
H (-0.45213, -0.97207, 2.19611)
H (0.61245, -1.51379, 0.90090)
H (-1.12600, -4.14950, 2.72582)
H (-2.98272, -5.47486, 1.75721)
H (-4.61671, -5.81836, -0.04027)
H (-5.58912, -5.07083, -2.19464)
H (-4.73895, -3.02877, -3.29371)
O (-0.53066, 1.76288, -2.71911)
S (0.35281, 2.78330, -2.04856)
C (0.37033, 4.14450, -3.25254)
C (0.14223, 3.87967, -4.59454)
C (0.07093, 4.93220, -5.49287)
C (0.21652, 6.24388, -5.04910)
C (0.43637, 6.50038, -3.70393)
C (0.50710, 5.44588, -2.80042)
C (2.03150, 2.24639, -2.41629)
C (2.20460, 1.07867, -3.13627)
C (3.49110, 0.69718, -3.50047)
C (4.58107, 1.47241, -3.13383)
C (4.39244, 2.62867, -2.38312)
C (3.11373, 3.01976, -2.02043)
H (0.00305, 2.85323, -4.91199)
H (-0.11008, 4.73173, -6.54171)
H (0.14918, 7.06465, -5.75276)
H (0.53525, 7.52018, -3.35322)
H (0.65782, 5.63741, -1.74343)
H (1.34417, 0.47725, -3.40345)
H (3.63838, -0.21522, -4.06615)
H (5.57983, 1.16669, -3.42009)
H (5.24543, 3.22127, -2.07568)
H (2.95675, 3.92131, -1.43814)
S (6.22957, -2.73920, -3.97064)
C (4.78984, -2.54055, -3.12908)
S (3.28806, -3.11882, -3.76026)
C (2.39245, -2.42437, -2.40842)
N (3.18633, -1.83724, -1.56784)
N (4.51867, -1.92096, -1.95919)
C (5.41145, -1.24572, -1.06691)
C (6.77914, -1.49619, -1.04494)
C (7.59231, -0.78916, -0.16733)
C (7.05963, 0.15407, 0.69653)
C (5.68830, 0.37275, 0.69216)
C (4.86311, -0.32117, -0.17675)
S (0.69341, -2.52768, -2.32213)
H (7.20478, -2.22699, -1.71057)
H (8.65738, -0.98796, -0.16839)
H (7.70263, 0.71145, 1.36686)
H (5.24577, 1.09753, 1.36408)
H (3.79590, -0.15457, -0.17700)

Summary:
Gap between HOMO and LUMO (alpha / beta): 4.138 / 5.174 eV
2S+1: 2
Strongest force on any atom: 0.7 eV/Å
Total charge: -2

=====

2.
Molecular formula: C46H36BrInO7P2S
Method: DFT, the ωB97M-V functional and the def2-TZVPD basis

Element x y z (Å)
In (0.67846, -1.11110, -1.17706)
C (1.98645, 3.76431, 3.77152)
C (0.74147, 3.12664, 3.12964)
C (-0.53496, 3.72664, 3.75036)
C (0.75781, 1.62848, 3.38478)
C (0.82519, 1.15087, 4.68848)
C (0.84632, -0.20282, 4.97467)
C (0.80578, -1.11095, 3.93340)
C (0.72434, -0.67348, 2.61593)
P (0.72092, -1.92235, 1.29830)
C (2.07731, -3.01569, 1.81140)
C (3.33101, -2.43458, 2.00127)
C (4.42336, -3.22619, 2.31080)
C (4.27371, -4.60166, 2.43361)
C (3.02624, -5.17926, 2.25619)
C (1.92767, -4.39038, 1.94412)
C (-0.82455, -2.85966, 1.50831)
C (-1.80709, -2.54490, 2.44066)
C (-3.01280, -3.23513, 2.44082)
C (-3.24176, -4.24181, 1.51516)
C (-2.26912, -4.55491, 0.57353)
C (-1.07039, -3.86054, 0.56062)
C (0.69886, 0.69733, 2.35309)
O (0.60871, 1.06594, 1.03771)
C (0.68351, 2.38657, 0.68909)
C (0.68266, 2.67162, -0.67757)
C (0.74186, 3.99528, -1.09844)
C (0.79368, 5.02278, -0.17529)
C (0.79710, 4.71584, 1.17427)
C (0.74581, 3.40619, 1.63487)
P (0.63451, 1.37822, -1.95244)
C (1.98637, 1.86799, -3.05638)
C (1.85400, 1.94479, -4.43655)
C (2.96991, 2.17565, -5.22770)
C (4.21946, 2.31646, -4.64535)
C (4.35266, 2.25025, -3.26451)
C (3.24114, 2.03128, -2.46965)
C (-0.96162, 1.60548, -2.79075)
C (-1.96922, 2.40878, -2.26388)
C (-3.23959, 2.38970, -2.82299)
C (-3.51473, 1.57314, -3.91034)
C (-2.51883, 0.76063, -4.43337)
C (-1.25306, 0.76419, -3.86888)
H (1.99380, 3.60581, 4.85107)
H (2.01094, 4.84038, 3.59431)
H (2.89425, 3.32706, 3.35257)
H (-0.55228, 3.56520, 4.83046)
H (-1.42130, 3.25867, 3.31794)
H (-0.58904, 4.80123, 3.56493)
H (0.86577, 1.86025, 5.50623)
H (0.90539, -0.54424, 6.00031)
H (0.84629, -2.17519, 4.13352)
H (3.45538, -1.36727, 1.86556)
H (5.39646, -2.77058, 2.44298)
H (5.13130, -5.22321, 2.66037)
H (2.90521, -6.25198, 2.35103)
H (0.95991, -4.85567, 1.81479)
H (-1.64459, -1.74225, 3.14862)
H (-3.78117, -2.97156, 3.15742)
H (-4.18287, -4.77729, 1.51872)
H (-2.45180, -5.32858, -0.16202)
H (-0.32557, -4.07423, -0.19774)
H (0.75144, 4.20891, -2.16092)
H (0.83771, 6.05359, -0.50155)
H (0.83913, 5.52413, 1.89452)
H (0.88427, 1.83552, -4.90256)
H (2.86152, 2.23537, -6.30292)
H (5.09340, 2.47004, -5.26598)
H (5.32835, 2.35069, -2.80690)
H (3.35519, 1.94796, -1.39624)
H (-1.77497, 3.03444, -1.40306)
H (-4.01975, 3.00770, -2.39637)
H (-4.50884, 1.55766, -4.33846)
H (-2.73180, 0.10637, -5.26976)
H (-0.49825, 0.07981, -4.23819)
O (2.27024, -2.82676, -1.17679)
S (3.08986, -1.64575, -1.63310)
O (2.29113, -1.14344, -2.81494)
O (2.86100, -0.59161, -0.56622)
O (4.46826, -1.91813, -1.89847)
Br (-4.09328, 0.21629, 0.90660)
C (-4.42669, -0.84534, -0.62572)
C (-5.76940, -1.06418, -0.90730)
C (-6.14509, -1.81980, -2.00630)
C (-5.17775, -2.37013, -2.83215)
C (-3.84202, -2.15726, -2.54619)
C (-3.43649, -1.39362, -1.44804)
C (-1.95542, -1.21330, -1.27100)
O (-1.18112, -1.92588, -2.01217)
O (-1.47922, -0.39450, -0.45945)
H (-6.52053, -0.63765, -0.25617)
H (-7.19720, -1.97316, -2.21351)
H (-5.46087, -2.96538, -3.69170)
H (-3.06749, -2.57878, -3.17151)

Summary:
Gap between HOMO and LUMO: 8.863 eV
2S+1: 1
Strongest force on any atom: 0.8 eV/Å
Total charge: 0

=====

3.
Molecular formula: C46H36IN13O2S2V
Method: DFT, the ωB97M-V functional and the def2-TZVPD basis

Element x y z (Å)
V (-0.83761, -0.68632, -0.08765)
C (-0.09924, -4.77667, -2.22705)
C (-0.33455, -3.30914, -2.02049)
N (-0.42907, -2.76902, -0.85943)
N (-0.30660, -3.67396, 0.19476)
C (-0.19097, -3.07438, 1.35527)
O (-0.17510, -1.81302, 1.55547)
C (-0.10976, -3.96698, 2.55235)
C (0.12668, -3.40503, 3.80255)
C (0.17034, -4.20532, 4.93466)
C (-0.02830, -5.57379, 4.82454)
C (-0.26466, -6.14019, 3.57813)
C (-0.30325, -5.34254, 2.44620)
C (-0.53114, -2.46871, -3.23159)
C (-1.30180, -2.95825, -4.28515)
C (-1.53960, -2.14325, -5.37606)
C (-0.97988, -0.87574, -5.39517)
C (-0.19680, -0.48993, -4.31912)
N (0.02802, -1.26034, -3.25797)
H (0.52246, -5.17363, -1.43054)
H (0.36400, -4.95548, -3.19625)
H (-1.04869, -5.31972, -2.19711)
H (0.28206, -2.33700, 3.87430)
H (0.35847, -3.75989, 5.90310)
H (0.00143, -6.19913, 5.70775)
H (-0.42012, -7.20788, 3.48958)
H (-0.48759, -5.76952, 1.47021)
H (-1.73843, -3.94624, -4.22920)
H (-2.16080, -2.48809, -6.19250)
H (-1.14546, -0.19518, -6.21898)
H (0.25408, 0.49805, -4.29732)
S (-0.83212, 2.68067, -1.74240)
C (-1.86374, 1.44068, -2.26486)
N (-2.00131, 0.21371, -1.78486)
C (-2.91910, -0.53032, -2.53449)
C (-3.24661, -1.87460, -2.34618)
C (-4.16575, -2.47867, -3.18484)
C (-4.76788, -1.77086, -4.22477)
C (-4.44561, -0.44207, -4.43687)
C (-3.52459, 0.16313, -3.59185)
S (-2.90731, 1.77968, -3.63669)
H (-2.76457, -2.44646, -1.56790)
H (-4.41398, -3.52177, -3.03309)
H (-5.48454, -2.26132, -4.87047)
H (-4.89811, 0.11606, -5.24659)
C (4.23220, 0.38443, -2.39583)
N (3.19195, -0.03221, -1.48311)
C (1.90925, 0.32467, -1.44736)
N (1.31602, -0.27016, -0.42973)
C (2.31472, -1.00185, 0.13784)
N (3.46980, -0.88746, -0.46856)
C (4.83914, 1.73132, -2.07158)
C (5.78506, 2.26195, -2.94340)
C (6.40611, 3.46809, -2.66299)
C (6.08326, 4.16670, -1.51080)
C (5.12822, 3.64714, -0.64601)
C (4.50883, 2.43061, -0.92288)
C (4.78245, 4.38807, 0.56529)
N (5.47316, 5.27536, 1.19108)
N (4.70243, 5.68219, 2.27214)
C (3.60861, 5.00720, 2.21307)
O (3.57819, 4.16564, 1.15018)
C (2.44914, 5.07288, 3.09966)
C (2.57636, 5.67267, 4.35092)
C (1.47483, 5.75252, 5.18201)
C (0.24900, 5.24347, 4.77009)
C (0.11597, 4.65665, 3.52074)
C (-1.22503, 4.14694, 3.05064)
N (-1.18001, 2.76208, 2.62170)
C (-1.06130, 2.27899, 1.38485)
N (-0.97449, 0.96188, 1.43391)
C (-1.04397, 0.68975, 2.76842)
N (-1.16553, 1.75439, 3.52277)
C (1.22354, 4.56718, 2.68753)
H (3.82853, 0.38211, -3.40940)
H (4.99756, -0.38886, -2.34044)
H (1.43182, 1.00739, -2.13238)
H (2.16490, -1.62098, 1.00514)
H (6.04153, 1.72250, -3.84828)
H (7.14122, 3.86856, -3.34819)
H (6.55480, 5.11108, -1.27612)
H (3.77774, 2.03416, -0.23015)
H (3.53783, 6.06391, 4.65414)
H (1.56879, 6.20682, 6.15920)
H (-0.60933, 5.30171, 5.42848)
H (-1.58054, 4.72973, 2.19982)
H (-1.96263, 4.22031, 3.84746)
H (-1.04747, 2.86789, 0.47835)
H (-1.00062, -0.31296, 3.15706)
H (1.13683, 4.10775, 1.70952)
I (-4.86600, -4.23039, 2.96281)
C (-4.47843, -2.42263, 2.01172)
C (-5.39682, -1.38669, 2.01648)
C (-5.05855, -0.21249, 1.36269)
C (-3.82434, -0.11758, 0.74636)
N (-2.93825, -1.11638, 0.74659)
C (-3.26608, -2.25184, 1.36289)
H (-6.35132, -1.49346, 2.51373)
H (-5.74357, 0.62308, 1.32948)
H (-3.52409, 0.78202, 0.22434)
H (-2.54432, -3.05742, 1.32666)

Summary:
Gap between HOMO and LUMO (alpha / beta): 7.159 / 7.538 eV
2S+1: 4
Strongest force on any atom: 0.5 eV/Å
Total charge: 0

=====

4.
Molecular formula: C46H37BrN2O2PbSSb2
Method: DFT, the ωB97M-V functional and the def2-TZVPD basis

Element x y z (Å)
Pb (1.65835, 0.57408, -0.45059)
C (-1.28992, -1.08294, -1.80723)
C (-1.96782, 0.13357, -2.44434)
C (-1.54328, 1.50656, -1.90009)
Sb (-1.91968, 2.50746, 0.04770)
C (-3.97942, 1.82675, 0.29273)
C (-4.62331, 1.99724, 1.52207)
C (-5.96224, 1.66847, 1.68697)
C (-6.69772, 1.18877, 0.61123)
C (-6.09573, 1.08344, -0.63402)
C (-4.75430, 1.41237, -0.79016)
C (-1.00050, 1.21664, 1.59521)
C (-1.79808, 0.45429, 2.44580)
C (-1.26153, -0.29123, 3.48943)
C (0.10533, -0.30400, 3.71745)
C (0.91899, 0.48495, 2.92589)
C (0.38035, 1.24597, 1.88444)
Sb (-2.39073, -1.76803, -0.07111)
C (-3.87048, -2.81742, -1.22205)
C (-3.58272, -3.72514, -2.23959)
C (-4.60753, -4.36817, -2.92095)
C (-5.93202, -4.10380, -2.59640)
C (-6.23095, -3.19109, -1.59498)
C (-5.20320, -2.55461, -0.90867)
C (-1.11670, -3.43000, 0.43765)
C (-1.59598, -4.67912, 0.46346)
C (-0.89607, -5.79170, 1.12014)
C (0.28963, -5.62330, 1.70084)
C (1.03704, -4.33806, 1.57029)
C (0.24309, -3.10796, 1.00479)
H (-0.26366, -0.84701, -1.51801)
H (-1.25031, -1.92683, -2.49745)
H (-3.04989, -0.00445, -2.39132)
H (-1.72172, 0.15350, -3.51165)
H (-1.95488, 2.27981, -2.55596)
H (-0.46247, 1.61061, -2.00786)
H (-4.07989, 2.41743, 2.36194)
H (-6.43808, 1.80120, 2.65104)
H (-7.74124, 0.92736, 0.73744)
H (-6.67121, 0.74896, -1.48884)
H (-4.32096, 1.36653, -1.78108)
H (-2.86472, 0.42514, 2.29786)
H (-1.91932, -0.87138, 4.12565)
H (0.52365, -0.90008, 4.51859)
H (1.98263, 0.53849, 3.13365)
H (0.97113, 2.08872, 1.50635)
H (-2.55137, -3.93798, -2.50079)
H (-4.37205, -5.07667, -3.70593)
H (-6.73041, -4.61169, -3.12303)
H (-7.26235, -2.97370, -1.34515)
H (-5.44247, -1.84043, -0.12737)
H (-2.58039, -4.89151, 0.05971)
H (-1.40732, -6.74536, 1.17556)
H (0.77065, -6.43170, 2.24158)
H (1.57402, -4.09702, 2.48978)
H (0.17622, -2.26294, 1.69790)
S (6.13008, -0.74196, 0.49946)
C (6.23327, 0.98310, 0.29189)
C (7.35872, 1.79754, 0.24878)
C (7.16752, 3.15261, 0.04882)
C (5.88194, 3.68436, -0.10251)
C (4.76729, 2.87230, -0.06476)
C (4.94876, 1.50492, 0.12849)
N (3.94934, 0.54643, 0.16659)
C (4.40179, -0.66862, 0.35058)
C (3.54625, -1.85296, 0.34651)
C (4.17066, -3.17384, 0.57316)
C (3.45461, -4.29139, 0.58035)
C (1.98356, -4.27537, 0.33333)
C (1.36546, -2.90652, -0.06689)
C (2.22375, -1.68502, 0.10274)
H (8.35146, 1.38196, 0.36121)
H (8.02568, 3.81024, 0.00173)
H (5.75627, 4.74898, -0.25297)
H (3.76955, 3.27538, -0.19134)
H (5.24075, -3.21223, 0.74909)
H (3.92190, -5.25234, 0.76979)
H (1.71232, -5.05953, -0.37519)
H (0.96983, -2.89570, -1.08796)
Br (3.55817, 6.95833, -3.98483)
C (3.29867, 6.54998, -2.15163)
C (3.95015, 7.30167, -1.18613)
N (3.79270, 7.07497, 0.11514)
C (2.97759, 6.08747, 0.48536)
C (2.30654, 5.27116, -0.41768)
C (2.46977, 5.51169, -1.77388)
C (1.42981, 4.13358, 0.07049)
O (1.10400, 4.12743, 1.26601)
O (1.14579, 3.24595, -0.79773)
H (4.61549, 8.10961, -1.46891)
H (2.84491, 5.92810, 1.54784)
H (1.94925, 4.89476, -2.49356)

Summary:
Gap between HOMO and LUMO: 6.801 eV
2S+1: 1
Strongest force on any atom: 0.5 eV/Å
Total charge: 0

=====

DFT total energy list, top to bottom, in Ha: -4472.57522 -6146.37745 -4675.08883 -5680.51167